Formula: C3H7BrClNO
Source: the Open Molecules 2025 dataset
Level of theory: the ωB97M-V functional and the def2-TZVPD basis

XYZ file:
```
14
Properties=species:S:1:pos:R:3:forces:R:3
C -1.02710 0.22607 0.66052 -0.496 0.658 -1.415
C -0.21258 -0.59667 -0.36846 -0.973 0.023 0.988
C 0.62616 -1.56375 0.01227 -1.747 2.251 -1.266
O 1.22714 -2.32168 -0.88086 0.655 -1.245 -1.943
H -1.92581 -0.28751 1.10286 0.626 0.450 -0.902
H -1.32314 1.24282 0.17417 0.331 -1.823 1.039
H -0.40240 0.42887 1.50608 0.450 0.368 0.527
H -0.42945 -0.44658 -1.43082 0.210 -0.110 0.356
H 0.85194 -1.77751 0.99297 0.333 -0.246 2.328
H 1.98132 -2.75424 -0.50254 0.509 -0.346 0.218
Cl 4.31138 2.49719 -0.16058 0.474 -0.844 -0.081
N 3.50593 1.02036 -0.47866 -1.805 -0.916 -2.939
Br 3.97232 -0.64598 0.23202 0.855 0.420 0.482
H 3.44357 0.76470 -1.54487 0.580 1.359 2.607
```
Forces are in eV/Å.

The gap between HOMO and LUMO is 7.75 eV. As for the max |F|: 3.57 eV/Å. As for the structure (SMILES): C/C=C/O.ClNBr. Its molecular weight is 188.45 u.